{
  "formula": "C5H11N4",
  "method": "ωB97M-V/def2-TZVPD",
  "multiplicity": 1,
  "homo_ev": -12.66,
  "energy_ha": -415.749355,
  "charge": 1,
  "species": ["C", "C", "C", "C", "C", "N", "N", "N", "N", "H", "H", "H", "H", "H", "H", "H", "H", "H", "H", "H"],
  "coordinates": [[2.554, -0.491, -1.078], [1.916, -1.191, 0.130], [-1.334, 2.290, 0.550], [1.302, -0.536, 1.168], [-1.678, 0.911, 0.166], [-2.380, -0.738, -0.866], [-1.562, -1.173, 0.162], [-2.425, 0.548, -0.828], [-1.117, -0.125, 0.779], [3.259, -1.168, -1.548], [3.053, 0.416, -0.816], [1.703, -2.295, -0.034], [-0.512, 2.207, 1.262], [-1.065, 2.917, -0.230], [-2.043, 2.857, 1.110], [1.247, 0.511, 1.257], [1.054, -1.251, 2.019], [1.891, -0.383, -1.918], [-2.680, -1.228, -1.660], [-1.184, -2.077, 0.376]]
}

---

{
  "formula": "C5H10N2O",
  "method": "ωB97M-V/def2-TZVPD",
  "multiplicity": 1,
  "homo_ev": [-8.44, -8.44],
  "energy_ha": -381.088764,
  "species": ["C", "C", "C", "C", "N", "C", "O", "N", "H", "H", "H", "H", "H", "H", "H", "H", "H", "H"],
  "coordinates": [[1.009, -0.094, 0.435], [1.856, 1.172, 0.532], [-0.357, 0.251, -0.188], [-1.090, -0.788, -0.808], [0.874, -0.715, 1.749], [-2.039, -1.610, -1.118], [0.031, 0.447, -1.872], [-1.127, 1.118, 0.478], [-0.643, 1.027, -2.257], [1.507, -0.807, -0.226], [0.390, -1.604, 1.687], [0.323, -0.108, 2.349], [-2.047, 1.222, 0.053], [1.994, 1.612, -0.454], [1.365, 1.904, 1.174], [2.826, 0.919, 0.959], [-2.793, -1.887, -0.389], [-2.078, -2.057, -2.104]]
}

---

For the records above, the corresponding energy above the lowest of the compared OMol25 structures with the same formula, charge and spin values read 456.5 516.4 kJ/mol.